{
  "formula": "BrHIP",
  "method": "ωB97M-V/def2-TZVPD",
  "gap_ev": [8.6, 5.5],
  "homo_energy_ev": [-10.21, -8.78],
  "lumo_ha": [-0.05767, -0.11907],
  "symbols": ["P", "Br", "I", "H"],
  "coordinates": [[-1.84, -0.66, -0.50], [0.14, -1.01, 0.33], [3.69, 1.09, 0.06], [-1.99, 0.58, 0.12]],
  "mulliken_charge": [0.021, -0.091, 0.002, 0.068]
}

{
  "formula": "C38H43GeIrN4O4S",
  "method": "ωB97M-V/def2-TZVPD",
  "gap_ev": [4.4, 5.6],
  "homo_energy_ev": [-11.09, -13.31],
  "total_charge": 2,
  "spin_multiplicity": 5,
  "lumo_ha": [-0.24648, -0.28173],
  "symbols": ["Ir", "O", "C", "C", "C", "C", "N", "C", "C", "C", "C", "C", "C", "O", "C", "C", "N", "H", "H", "H", "H", "H", "H", "H", "H", "H", "H", "H", "H", "O", "C", "O", "C", "C", "Ge", "C", "C", "C", "C", "C", "C", "C", "C", "C", "C", "C", "C", "C", "C", "C", "C", "C", "C", "H", "H", "H", "H", "H", "H", "H", "H", "H", "H", "H", "H", "H", "H", "H", "H", "H", "H", "H", "C", "C", "N", "C", "S", "N", "C", "C", "H", "H", "H", "H", "H", "H", "H", "H", "H", "H", "H", "H"],
  "coordinates": [[-0.31, 0.14, 0.94], [5.67, 4.04, 0.32], [4.33, 4.54, 0.22], [3.34, 3.41, 0.46], [3.67, 2.03, 0.61], [2.69, 1.06, 0.77], [1.35, 1.35, 0.91], [1.05, 2.64, 0.90], [1.98, 3.65, 0.59], [-1.26, 2.75, 0.39], [-1.95, 4.17, 0.41], [-3.27, 4.15, 0.96], [-3.92, 5.49, 1.25], [-2.91, 6.51, 1.43], [-3.85, 2.88, 1.18], [-3.15, 1.66, 1.17], [-1.79, 1.58, 0.93], [6.31, 4.76, 0.28], [4.14, 4.95, -0.80], [4.14, 5.34, 0.98], [4.69, 1.73, 0.58], [2.97, 0.02, 0.82], [1.57, 4.66, 0.54], [-1.29, 4.93, 0.81], [-4.56, 5.39, 2.14], [-4.55, 5.75, 0.38], [-3.33, 7.38, 1.54], [-4.89, 2.82, 1.41], [-3.66, 0.74, 1.43], [-1.76, 4.26, -1.08], [-1.37, 2.91, -1.13], [-0.13, 3.06, 1.22], [-1.95, 2.01, -2.18], [-1.13, 0.84, -2.76], [-0.47, -0.62, -1.51], [-0.18, -2.64, -1.82], [1.06, -3.19, -1.49], [1.31, -4.58, -1.59], [0.30, -5.42, -2.04], [-0.95, -4.90, -2.35], [-1.18, -3.51, -2.28], [-2.41, -1.08, -0.99], [-2.72, -1.45, 0.32], [-4.02, -1.84, 0.67], [-5.04, -1.78, -0.29], [-4.76, -1.33, -1.57], [-3.44, -1.00, -1.92], [1.34, -0.24, -2.48], [1.89, -1.08, -3.45], [2.98, -0.66, -4.22], [3.50, 0.63, -4.07], [2.97, 1.47, -3.09], [1.88, 1.04, -2.33], [-2.23, 2.65, -3.05], [-2.90, 1.65, -1.75], [-0.26, 1.22, -3.28], [-1.73, 0.35, -3.55], [1.85, -2.55, -1.14], [2.29, -4.95, -1.36], [0.48, -6.49, -2.12], [-1.76, -5.56, -2.66], [-2.13, -3.14, -2.64], [-1.91, -1.48, 1.08], [-4.22, -2.21, 1.67], [-6.03, -2.14, -0.05], [-5.52, -1.31, -2.34], [-3.26, -0.71, -2.95], [1.50, -2.07, -3.62], [3.40, -1.33, -4.95], [4.26, 0.99, -4.75], [3.40, 2.44, -2.94], [1.43, 1.72, -1.65], [-1.70, -3.54, 3.32], [-1.11, -2.27, 3.93], [0.35, -2.28, 4.14], [1.26, -2.16, 3.15], [0.69, -1.82, 1.46], [2.54, -2.44, 3.42], [3.63, -2.60, 2.46], [3.86, -4.01, 1.92], [-2.78, -3.39, 3.22], [-1.51, -4.38, 4.01], [-1.27, -3.79, 2.32], [-1.53, -2.05, 4.91], [-1.31, -1.38, 3.30], [0.68, -2.56, 5.06], [2.81, -2.60, 4.40], [4.55, -2.25, 2.95], [3.41, -1.89, 1.65], [4.11, -4.70, 2.76], [4.72, -3.97, 1.23], [3.00, -4.38, 1.36]],
  "lowdin_spin": [0.858, 0.000, 0.002, 0.013, -0.002, 0.009, 0.025, 0.031, -0.001, 0.085, 0.042, 0.160, 0.023, 0.002, -0.029, 0.139, -0.008, 0.000, 0.001, 0.001, 0.000, 0.000, 0.000, 0.004, 0.004, 0.010, 0.000, -0.004, 0.007, 0.216, 0.526, 0.028, 0.093, 0.198, 0.294, 0.146, 0.014, 0.006, -0.001, 0.008, 0.017, 0.205, 0.023, 0.009, -0.005, 0.010, 0.017, 0.270, 0.032, 0.012, 0.003, 0.012, 0.036, 0.009, 0.025, 0.002, 0.012, 0.002, 0.001, 0.000, 0.001, 0.001, 0.003, 0.001, 0.000, 0.001, 0.002, 0.002, 0.002, 0.000, 0.002, 0.009, 0.001, 0.007, 0.013, 0.058, 0.273, 0.007, 0.008, 0.001, 0.000, 0.000, 0.000, 0.000, 0.008, 0.002, 0.001, 0.000, 0.005, 0.000, 0.000, 0.001]
}

{
  "formula": "C26H32N6O4",
  "method": "ωB97M-V/def2-TZVPD",
  "gap_ev": 7.3,
  "homo_energy_ev": -8.00,
  "lumo_ha": -0.02627,
  "symbols": ["C", "C", "C", "C", "C", "N", "N", "N", "N", "C", "C", "C", "C", "C", "N", "C", "C", "C", "C", "C", "O", "C", "C", "C", "C", "C", "C", "C", "C", "C", "N", "C", "O", "O", "C", "O", "H", "H", "H", "H", "H", "H", "H", "H", "H", "H", "H", "H", "H", "H", "H", "H", "H", "H", "H", "H", "H", "H", "H", "H", "H", "H", "H", "H", "H", "H", "H", "H"],
  "coordinates": [[-4.31, -2.20, -1.79], [-3.53, -2.68, -0.77], [-4.03, -1.70, 0.51], [-3.04, -2.11, 1.74], [-5.43, -2.20, 1.04], [-4.04, -0.26, 0.27], [-5.09, 0.24, 0.35], [-4.96, 1.72, 0.07], [-3.63, 1.97, -0.12], [-2.97, 0.53, -0.03], [-1.55, 0.39, -0.26], [-1.26, 0.38, -1.87], [-1.49, 1.74, -2.54], [0.18, -0.04, -1.87], [-0.67, 1.12, 0.34], [-0.93, 2.60, 0.61], [0.26, 3.43, 0.58], [1.17, 3.95, 1.56], [2.15, 4.49, 1.00], [2.12, 3.86, -0.46], [1.02, 3.08, -0.64], [-0.14, 0.50, 1.77], [1.24, -0.33, 1.30], [2.35, 0.43, 1.24], [3.68, -0.03, 0.64], [4.83, 0.72, 0.56], [5.90, -0.32, 0.15], [5.89, -1.47, -0.19], [4.64, -2.03, -0.33], [3.48, -1.46, 0.48], [2.26, -2.15, 0.39], [1.01, -1.48, 1.04], [0.10, -2.15, 0.98], [7.01, -1.95, -0.71], [7.91, -0.70, -0.55], [7.20, 0.27, 0.03], [-3.77, -2.71, -2.73], [-4.22, -1.04, -2.10], [-5.34, -2.58, -1.80], [-3.69, -3.66, -0.33], [-2.59, -2.43, -0.64], [-3.20, -1.32, 2.71], [-3.30, -3.02, 2.15], [-2.20, -2.09, 1.65], [-5.69, -1.68, 1.97], [-5.52, -3.27, 1.18], [-6.09, -1.64, 0.36], [-1.48, -0.66, 0.07], [-1.84, -0.39, -1.98], [-1.32, 1.63, -3.67], [-0.66, 2.30, -2.11], [-2.36, 2.05, -2.08], [0.82, 0.46, -1.66], [0.26, -0.13, -3.10], [0.31, -1.05, -1.68], [-1.46, 2.72, -0.16], [-1.36, 2.91, 1.45], [0.87, 4.15, 2.45], [3.23, 4.95, 1.16], [2.79, 4.00, -1.40], [0.19, 1.32, 2.19], [-0.75, -0.17, 2.39], [2.48, 1.74, 1.46], [4.77, 1.57, 0.95], [4.56, -3.32, -0.34], [2.20, -3.08, 0.41], [8.75, -0.99, 0.22], [8.29, -0.72, -1.52]],
  "mulliken_charge": [-1.045, -0.537, 0.733, -1.748, -1.704, 1.370, -0.909, -0.857, 0.007, -0.091, 0.618, 0.096, -1.371, -2.593, 1.195, -1.349, 0.191, -1.237, -0.586, -0.092, -0.218, -1.972, 0.923, 0.188, 0.828, -1.539, -0.280, 1.512, -0.945, -0.076, -0.157, 0.407, -0.595, -0.525, -0.370, -0.444, 0.332, 0.235, 0.357, 0.608, 0.149, 0.145, 0.571, 0.606, 0.442, 0.359, 0.520, -1.066, 1.175, 0.371, 0.286, 0.500, 0.802, 0.431, 0.391, 1.018, 0.522, 0.777, 0.293, 0.327, 1.161, 0.315, -0.442, 0.931, 0.142, 0.337, 0.221, 0.360]
}

{
  "formula": "C5H8O2",
  "method": "ωB97M-V/def2-TZVPD",
  "gap_ev": 10.2,
  "homo_energy_ev": -9.19,
  "lumo_ha": 0.03732,
  "symbols": ["C", "C", "C", "O", "C", "O", "C", "H", "H", "H", "H", "H", "H", "H", "H"],
  "coordinates": [[2.00, -1.19, -0.06], [0.69, -0.87, 0.52], [0.05, 0.45, 0.28], [-0.83, 1.48, 0.74], [-1.74, 1.36, -0.27], [-1.46, 0.25, -1.13], [-0.81, -0.55, -0.11], [2.71, -1.07, 0.75], [2.33, -0.32, -0.77], [2.16, -2.07, -0.49], [0.52, -1.34, 1.41], [0.48, 1.10, -0.56], [-1.62, 2.21, -0.98], [-2.89, 1.35, 0.00], [-1.58, -0.78, 0.67]],
  "mulliken_charge": [-1.451, 0.114, 0.259, -0.378, -0.268, -0.364, -0.215, 0.374, 0.283, 0.410, 0.485, 0.045, 0.286, 0.228, 0.191]
}

{
  "formula": "C5H26N2O8",
  "method": "ωB97M-V/def2-TZVPD",
  "gap_ev": 8.9,
  "homo_energy_ev": -8.74,
  "lumo_ha": 0.00560,
  "symbols": ["C", "N", "C", "C", "C", "N", "C", "O", "H", "H", "H", "H", "H", "H", "H", "H", "H", "H", "H", "H", "O", "H", "H", "O", "H", "H", "O", "H", "H", "O", "H", "H", "O", "H", "H", "O", "H", "H", "O", "H", "H"],
  "coordinates": [[0.85, 1.62, 2.68], [0.25, 0.97, 1.53], [-1.21, 1.15, 1.57], [-2.07, 0.46, 0.57], [-2.22, -1.05, 0.74], [-1.00, -1.79, 1.00], [-3.00, -1.53, -0.51], [-3.68, -0.69, -1.05], [0.96, 1.01, 3.63], [0.21, 2.40, 2.98], [1.94, 1.68, 2.47], [0.55, 0.01, 1.38], [-1.60, 1.09, 2.56], [-1.40, 2.27, 1.43], [-1.74, 0.60, -0.46], [-3.03, 1.09, 0.56], [-2.88, -1.21, 1.64], [-0.41, -1.36, 0.30], [-0.94, -2.80, 0.79], [-3.03, -2.54, -0.83], [0.68, 0.90, -1.33], [1.05, 1.65, -0.86], [0.27, 1.22, -2.16], [1.48, -0.99, -2.70], [1.56, -0.31, -2.03], [2.34, -1.40, -2.48], [-0.36, -3.14, -1.32], [0.02, -2.43, -1.91], [-0.20, -3.96, -1.79], [3.14, -0.80, 1.93], [2.68, -0.56, 2.79], [3.02, -1.75, 1.86], [3.27, -0.18, -0.64], [3.37, -0.27, 0.32], [2.68, 0.57, -0.78], [-0.68, -0.33, -4.13], [-0.50, -0.74, -3.28], [0.08, 0.16, -4.42], [-0.39, 3.73, -0.21], [-0.38, 2.90, 0.29], [0.35, 4.35, -0.11]],
  "mulliken_charge": [-1.307, 0.304, -1.244, -0.665, 0.330, -0.602, -0.151, -0.489, 0.275, 0.409, 0.413, 0.240, 0.430, 0.654, 0.150, 0.379, 0.291, -0.057, 0.370, 0.420, -0.607, 0.301, 0.273, -0.721, 0.502, 0.328, -0.601, 0.340, 0.265, -0.673, 0.303, 0.322, -0.722, 0.391, 0.239, -0.615, 0.291, 0.318, -0.679, 0.309, 0.290]
}

{
  "formula": "C6H12O",
  "method": "ωB97M-V/def2-TZVPD",
  "gap_ev": 10.5,
  "homo_energy_ev": -9.50,
  "lumo_ha": 0.03718,
  "symbols": ["C", "C", "C", "C", "C", "C", "O", "H", "H", "H", "H", "H", "H", "H", "H", "H", "H", "H", "H"],
  "coordinates": [[0.41, 1.74, 1.28], [1.36, 1.04, 0.64], [1.41, 0.39, -0.72], [0.11, -0.06, -1.44], [-0.64, -1.29, -0.78], [-1.14, -1.10, 0.63], [-2.21, -0.11, 0.62], [-0.49, 1.80, 0.66], [0.14, 1.66, 2.34], [2.35, 0.96, 1.15], [1.91, 1.06, -1.42], [2.16, -0.47, -0.45], [-0.67, 0.66, -1.72], [0.58, -0.48, -2.34], [-1.40, -1.66, -1.43], [0.12, -2.08, -0.73], [-1.58, -1.95, 1.13], [-0.44, -0.69, 1.34], [-1.98, 0.58, 1.25]],
  "mulliken_charge": [-0.722, -0.245, -0.422, -0.551, -0.651, -0.484, -0.553, 0.225, 0.306, 0.274, 0.323, 0.262, 0.288, 0.297, 0.380, 0.349, 0.330, 0.291, 0.302]
}

| no. | energy (eV) |
| --- | --- |
| 1 | -87446.5596 |
| 2 | -124421.0649 |
| 3 | -44584.5737 |
| 4 | -9403.2026 |
| 5 | -24964.9621 |
| 6 | -8461.8619 |